Run A
This record from the Open Molecules 2025 dataset describes a cluster of 2 separate species, C12H16N2O in total. The level of theory is the ωB97M-V functional and the def2-TZVPD basis.

SMILES	Cc1c[nH]c2ccccc12.CCC(N)=O
LUMO level	0.82	eV
molar mass	204.273	Da

```
31
C12H16N2O the ωB97M-V functional and the def2-TZVPD basis
C -0.4276 -2.9946 -0.7376
C -0.3591 -1.6796 -1.4266
C -1.4139 -0.9928 -1.9257
N -1.0655 0.2994 -2.2748
C 0.2424 0.4970 -1.8721
C 0.9526 1.6804 -1.8094
C 2.2516 1.6488 -1.3247
C 2.7188 0.4481 -0.7617
C 2.0071 -0.7404 -0.8266
C 0.7380 -0.7432 -1.4106
H 0.4964 -3.2928 -0.2423
H -0.7064 -3.8686 -1.3360
H -1.1175 -2.9237 0.0938
H -2.4187 -1.3431 -2.0811
H -1.7922 1.0017 -2.2417
H 0.5254 2.6337 -2.1211
H 2.9285 2.4859 -1.3310
H 3.7814 0.4144 -0.5162
H 2.5024 -1.6474 -0.5023
C -0.8970 2.1268 1.6365
C -1.6251 0.9864 2.3635
C -1.0170 -0.3513 2.0857
N 0.2554 -0.5605 2.5458
O -1.6620 -1.2900 1.6544
H -0.0343 2.5964 2.1108
H -1.5898 2.8740 1.2708
H -0.4191 1.7844 0.7070
H -1.7858 1.1657 3.4299
H -2.6422 1.0015 1.9938
H 0.6642 -1.4165 2.2023
H 0.9088 0.2001 2.6470
```


Run B
This record from the Open Molecules 2025 dataset describes a cluster of 2 separate species, C12H16N2O in total. The level of theory is the ωB97M-V functional and the def2-TZVPD basis.

SMILES	Cc1c[nH]c2ccccc12.CCC(N)=O
LUMO level	0.64	eV
molar mass	204.273	Da

```
31
C12H16N2O the ωB97M-V functional and the def2-TZVPD basis
C 0.7500 3.5200 -1.3482
C 0.2939 2.5378 -0.3554
C -0.7872 2.5785 0.5504
N -0.8273 1.4776 1.4006
C 0.4167 0.7372 1.1711
C 0.8805 -0.3574 1.8953
C 2.1039 -0.8682 1.5081
C 2.7990 -0.2935 0.3978
C 2.2953 0.7684 -0.3585
C 1.0564 1.3113 0.0274
H 0.0843 3.9145 -2.2296
H 1.6499 3.4097 -1.9021
H 0.9500 4.3829 -0.6189
H -1.8242 3.1392 0.3705
H -1.3606 1.3806 2.3086
H 0.3558 -0.6325 2.7862
H 2.6322 -1.6552 2.0396
H 3.7386 -0.8894 0.0349
H 2.7930 1.2954 -1.2027
C 0.1118 -3.0839 -0.8735
C -0.6233 -1.8514 -1.1897
C -2.0963 -1.9262 -0.7770
N -2.6336 -0.8587 -0.2365
O -2.7676 -2.9142 -1.0298
H 0.3279 -3.1808 0.1610
H 0.9849 -3.2168 -1.4903
H -0.8370 -3.9163 -0.9149
H -0.0517 -1.0047 -0.9027
H -0.6455 -1.5709 -2.2863
H -3.6193 -0.8961 0.0224
H -2.0146 -0.0141 0.0280
```


Run C
This record from the Open Molecules 2025 dataset describes a structure of composition C12H16N2O. The level of theory is the ωB97M-V functional and the def2-TZVPD basis.

LUMO level	0.40	eV
molar mass	204.273	Da

```
31
C12H16N2O the ωB97M-V functional and the def2-TZVPD basis
C -3.5020 -1.8966 0.0878
C -2.6806 -0.8188 1.0112
C -2.7666 0.6602 0.2630
C -1.8645 0.5857 -0.9453
C 1.3057 -0.9621 -0.4718
C 2.1623 -2.1365 -0.2384
C 3.5286 -1.9628 -0.0309
C 3.9295 -0.7166 0.2435
C 3.1729 0.4858 0.5213
C 1.7460 0.3575 -0.0132
C 0.5375 1.0992 -0.3012
C 1.1006 3.3744 0.0818
H -4.3942 -2.4608 0.9075
H -4.1682 -1.1418 -1.0330
H -2.5236 -2.8712 -0.2232
H -1.6503 -1.3112 1.4285
H -3.1638 -0.8261 1.8950
H -3.8789 0.8543 -0.1302
H -2.4070 1.3071 1.0931
H -1.8574 1.5840 -1.4591
H -2.3165 -0.1730 -1.7204
H 1.7866 -2.9867 -0.5809
H 4.4544 -2.6679 -0.1463
H 4.9355 -0.7934 0.4914
H 3.7427 1.4756 0.6854
H 2.1271 2.8087 0.7637
H 0.9053 4.4115 0.2843
H 1.8075 3.2967 -0.8996
N -0.3220 0.2472 -0.7809
N 0.1246 -1.1645 -0.7172
O 0.1287 2.3420 -0.0658
```


Stability verdict: run A, ahead by 0.0686 hartree


Run A
This record from the Open Molecules 2025 dataset describes the molecule C4H5N3O2. The level of theory is the ωB97M-V functional and the def2-TZVPD basis.

SMILES	CN(C(N)=O)C(=O)C#N
LUMO level	-0.26	eV
molar mass	127.103	Da

```
14
C4H5N3O2 the ωB97M-V functional and the def2-TZVPD basis
C -0.2561 0.0948 1.6229
N -0.0943 0.0162 0.1769
C -0.1129 -1.3461 -0.3439
N -0.0248 -1.5099 -1.6798
O -0.2873 -2.3170 0.3812
C 0.3272 1.0553 -0.6256
O 0.5512 1.0289 -1.8286
C 0.3379 2.4334 0.0586
N 0.3708 3.4649 0.5955
H 0.5727 -0.4255 2.1141
H -1.1839 -0.4222 1.8906
H -0.3142 1.1131 2.0063
H -0.0698 -2.4456 -2.0598
H 0.1836 -0.7404 -2.3085
```


Run B
This record from the Open Molecules 2025 dataset describes the molecule C4H5N3O2. The level of theory is the ωB97M-V functional and the def2-TZVPD basis.

SMILES	O=C1ON=CNN2C[C@@H]12
LUMO level	0.64	eV
molar mass	127.103	Da

```
14
C4H5N3O2 the ωB97M-V functional and the def2-TZVPD basis
O -2.3412 0.0853 -0.4870
C -1.2813 -0.2107 0.1564
O -1.1590 -1.4989 0.5701
N 0.0629 -1.8812 0.9380
C 0.9944 -1.4630 0.2066
N 0.8240 -0.5363 -0.8303
N 0.9721 0.6235 0.0284
C -0.2059 1.6158 -0.4351
C -0.2882 0.8221 0.8151
H 1.9357 -2.0693 0.3586
H 1.5240 -0.3325 -1.7215
H 0.4253 2.5692 -0.2519
H -1.0183 1.3192 -1.3178
H -0.4445 0.9569 1.9704
```


Run C
This record from the Open Molecules 2025 dataset describes a cluster of 3 separate species, C4H5N3O2 in total. The level of theory is the ωB97M-V functional and the def2-TZVPD basis.

LUMO level	-1.15	eV
molar mass	127.103	Da

```
14
C4H5N3O2 the ωB97M-V functional and the def2-TZVPD basis
C 0.0808 0.6130 -1.8707
C -1.1706 0.5247 -1.6199
C -0.2410 -0.1141 0.1382
C -0.7933 -1.0672 2.1626
H 2.4029 1.6066 -0.3122
H 2.0914 -0.7965 0.9404
H 0.6430 1.1757 -2.6518
H -2.2573 0.6430 -2.1158
H -0.0900 -1.6027 3.0756
N 2.0747 0.0233 -0.3024
N 0.6649 0.0257 -0.7826
N 0.1179 -0.6265 1.2508
O -1.4243 0.0552 -0.3908
O -2.0991 -0.4603 2.4786
```


Run D
This record from the Open Molecules 2025 dataset describes the molecule C4H5N3O2. The level of theory is the ωB97M-V functional and the def2-TZVPD basis.

SMILES	CC1([N+](=O)[O-])N=CC=N1
LUMO level	-1.00	eV
molar mass	127.103	Da

```
14
C4H5N3O2 the ωB97M-V functional and the def2-TZVPD basis
C -0.9112 0.6909 -1.2035
C -0.1954 0.1338 0.0736
N -0.8252 0.9508 1.1615
O -2.0566 1.0153 1.1579
O -0.1264 1.5655 1.8840
N -0.3725 -1.2708 0.3514
C 0.8544 -1.7513 0.4868
C 1.8028 -0.7326 0.2175
N 1.2277 0.4010 0.0288
H -0.3334 1.5716 -1.5443
H -2.0248 0.9596 -1.1764
H -0.9100 -0.0033 -2.1467
H 1.0089 -2.7356 0.7988
H 2.8619 -0.7949 -0.0895
```


Stability verdict: run A, ahead by 0.1753 hartree


Run A
This record from the Open Molecules 2025 dataset describes the molecule C4H3FO. The level of theory is the ωB97M-V functional and the def2-TZVPD basis.

SMILES	C#C[C@H](F)C=O
LUMO level	0.29	eV
molar mass	86.065	Da

```
9
C4H3FO the ωB97M-V functional and the def2-TZVPD basis
C 1.6025 -0.1504 -1.4932
C 0.8487 0.0009 -0.5464
C 0.0769 0.0711 0.7314
F 0.5926 -0.7979 1.6002
C -1.4485 -0.1081 0.4367
O -2.2732 -0.2875 1.3091
H 2.1120 -0.0156 -2.3454
H 0.1666 1.0924 0.9769
H -1.6777 0.1951 -0.6693
```


Run B
This record from the Open Molecules 2025 dataset describes the molecule C4H3FO. The level of theory is the ωB97M-V functional and the def2-TZVPD basis.

SMILES	Fc1ccco1
LUMO level	1.08	eV
molar mass	86.065	Da

```
9
C4H3FO the ωB97M-V functional and the def2-TZVPD basis
F -2.4728 -0.1725 -0.0116
C -1.1589 -0.0751 -0.0328
C -0.3390 0.9896 -0.0266
C 0.9892 0.4121 0.0002
C 0.7997 -0.9096 0.0022
O -0.5678 -1.2527 -0.0021
H -0.5713 2.0026 0.1910
H 1.9454 0.8423 -0.1552
H 1.3755 -1.8368 0.0350
```


Stability verdict: run B, ahead by 0.0773 hartree


Run A
This record from the Open Molecules 2025 dataset describes the molecule CH6NPS. The level of theory is the ωB97M-V functional and the def2-TZVPD basis.

SMILES	NSCP
LUMO level	0.74	eV
molar mass	95.107	Da

```
10
CH6NPS the ωB97M-V functional and the def2-TZVPD basis
N -1.6296 -0.0100 -0.7709
S -1.2292 1.1487 0.4352
C 0.3273 0.4142 0.9354
P 1.6049 0.7180 -0.3896
H -1.7258 0.4627 -1.7062
H -2.6737 -0.2357 -0.5835
H 0.8044 0.9200 1.6900
H -0.0055 -0.5607 1.1831
H 2.4281 -0.1289 0.2417
H 1.0645 -0.1570 -1.1903
```


Run B
This record from the Open Molecules 2025 dataset describes a cluster of 3 separate species, CH6NPS in total. The level of theory is the ωB97M-V functional and the def2-TZVPD basis.

LUMO level	-0.60	eV
molar mass	95.107	Da

```
10
CH6NPS the ωB97M-V functional and the def2-TZVPD basis
C -1.6841 1.4462 1.5225
N 1.1224 -0.4973 0.6122
P -1.3336 0.2594 0.3146
S 0.4558 -0.5210 -0.9207
H -2.7611 1.5060 1.7218
H -0.9859 2.2328 1.8788
H 2.1397 -0.5262 0.6524
H 0.8393 -1.1752 1.3082
H 1.2143 -1.4624 -3.9661
H 0.9932 -1.2623 -3.1238
```


Stability verdict: run A, ahead by 0.1068 hartree